A 2-piece molecular cluster, C2H9NS overall in a non-equilibrium geometry. Source: the OMol25 dataset; level of theory: ωB97M-V/def2-TZVPD.

Properties
**SMILES string**: CSC.N
**E_LUMO**: 0.911 eV
**E_HOMO**: -8.68 eV
**HOMO-LUMO gap**: 9.595 eV
**Largest force on an atom**: 5.01 eV/A
**Relative energy (zero: lowest compared OMol25 entry of this formula, charge and spin)**: 1.439 eV

```
! wB97M-V def2-TZVPD RIJCOSX def2/J DEFGRID3
* xyz 0 1
C -1.12110 0.53905 -0.39552
S 0.32240 -0.58985 -0.70284
C -0.63673 -2.08015 -0.11620
H -1.71204 0.18572 0.52489
H -0.88753 1.66617 -0.41937
H -1.80162 0.28988 -1.37298
H -0.25717 -3.01287 -0.67135
H -1.77795 -1.96401 -0.23086
H -0.47710 -2.08563 1.02759
N 2.12281 1.97990 0.26559
H 1.58772 2.11343 1.23185
H 1.67817 1.08971 0.11801
H 2.96012 1.86865 0.74119
*
```


A 3-piece molecular cluster, C2H9NS overall. Source: the OMol25 dataset; level of theory: ωB97M-V/def2-TZVPD.

Properties
**Expectation value of S²**: 0.75
**E_LUMO (alpha / beta)**: -4.157 / -8.738 eV
**E_HOMO (alpha / beta)**: -14.72 / -14.69 eV
**HOMO-LUMO gap (alpha / beta)**: 10.566 / 5.956 eV
**Largest force on an atom**: 0.97 eV/A
**Relative energy (zero: lowest compared OMol25 entry of this formula, charge and spin)**: 1.962 eV

```
! wB97M-V def2-TZVPD RIJCOSX def2/J DEFGRID3
* xyz 1 2
N 0.48734 0.08368 -2.49129
H 1.35773 -0.20111 -2.04023
H -1.17554 -2.11571 3.02442
H 0.43225 -0.54084 -3.29414
H 0.78942 0.96256 -2.91957
C -0.14782 -0.06538 0.75452
C -0.32790 1.36956 0.54153
S 1.16998 0.94183 1.47674
H -0.90664 -2.81139 3.05114
H 0.25668 -0.58830 -0.10435
H -0.75756 -0.71914 1.37638
H -0.14402 1.69555 -0.47285
H -1.03392 1.98869 1.09770
*
```


A 2-piece molecular cluster, C2H9O2 overall in a non-equilibrium geometry. Source: the OMol25 dataset; level of theory: ωB97M-V/def2-TZVPD.

Properties
**E_LUMO**: -3.712 eV
**E_HOMO**: -16.98 eV
**HOMO-LUMO gap**: 13.270 eV
**Largest force on an atom**: 1.97 eV/A
**Relative energy (zero: lowest compared OMol25 entry of this formula, charge and spin)**: 0.690 eV

```
! wB97M-V def2-TZVPD RIJCOSX def2/J DEFGRID3
* xyz 1 1
O -1.95684 0.09841 -1.61663
H -1.29402 -0.70819 -0.69594
H -2.72754 0.61631 -1.35498
H -1.29110 0.70315 -1.97394
C 1.03379 -0.54586 0.26765
O -0.47042 -0.87479 0.01290
C 1.11766 0.76390 0.97687
H 1.34486 -1.30702 0.98609
H 1.42620 -0.67074 -0.72728
H -0.77749 -1.21683 0.86501
H 0.65535 0.71233 1.96290
H 2.21634 0.92180 1.03157
H 0.72321 1.50754 0.26579
*
```


A 2-piece molecular cluster, C2H9OS overall in a non-equilibrium geometry. Source: the OMol25 dataset; level of theory: ωB97M-V/def2-TZVPD.

Properties
**E_LUMO**: -3.987 eV
**E_HOMO**: -16.20 eV
**HOMO-LUMO gap**: 12.211 eV
**Largest force on an atom**: 2.67 eV/A
**Relative energy (zero: lowest compared OMol25 entry of this formula, charge and spin)**: 0.578 eV

```
! wB97M-V def2-TZVPD RIJCOSX def2/J DEFGRID3
* xyz 1 1
O 0.47745 -2.17408 0.28328
H -0.31894 -2.52391 -0.11761
H 1.16148 -2.86966 0.29067
H 0.21797 -0.45919 1.39395
C -1.53414 0.80562 -0.31124
S -0.27634 0.74278 0.99696
C 1.19873 1.01761 -0.08871
H -1.59050 1.77558 -0.79586
H -1.38801 0.07071 -1.10958
H -2.47666 0.48609 0.13268
H 2.05805 0.98602 0.58384
H 1.18450 2.00359 -0.53877
H 1.28641 0.13883 -0.71960
*
```


A 2-piece molecular cluster, C2H9OS overall in a non-equilibrium geometry. Source: the OMol25 dataset; level of theory: ωB97M-V/def2-TZVPD.

Properties
**Expectation value of S²**: 0.75
**E_LUMO (alpha / beta)**: -9.591 / -16.310 eV
**E_HOMO (alpha / beta)**: -20.07 / -20.04 eV
**HOMO-LUMO gap (alpha / beta)**: 10.483 / 3.731 eV
**Largest force on an atom**: 4.63 eV/A
**Relative energy (zero: lowest compared OMol25 entry of this formula, charge and spin)**: 1.150 eV

```
! wB97M-V def2-TZVPD RIJCOSX def2/J DEFGRID3
* xyz 2 2
O 0.36776 -3.12102 1.49850
H -0.33186 -2.45374 1.99025
H -0.01405 -4.00335 1.51383
H 0.47058 0.01872 0.85827
C -0.26931 2.39851 0.16531
S -0.59001 0.50054 0.05544
C 0.21185 -0.17165 -1.40941
H 0.78578 2.62714 -0.04060
H -0.43947 2.70127 1.22816
H -1.09671 2.83888 -0.42106
H -0.48604 -0.87788 -2.02228
H 0.54181 0.50142 -2.28908
H 0.84968 -0.95884 -1.12732
*
```


C2HAgFO2 as an isolated structure in a non-equilibrium geometry. Source: the OMol25 dataset; level of theory: ωB97M-V/def2-TZVPD.

Properties
**Expectation value of S²**: 0.76
**E_LUMO (alpha / beta)**: -2.405 / -2.395 eV
**E_HOMO (alpha / beta)**: -7.23 / -6.91 eV
**HOMO-LUMO gap (alpha / beta)**: 4.822 / 4.518 eV
**Largest force on an atom**: 2.80 eV/A
**Relative energy (zero: lowest compared OMol25 entry of this formula, charge and spin)**: 1.719 eV

```
! wB97M-V def2-TZVPD RIJCOSX def2/J DEFGRID3
* xyz 0 2
C 0.02539 0.45007 0.75701
C -0.33188 -0.76182 0.52048
O -1.07159 -1.64964 -0.00252
O 0.71856 1.41658 0.96723
H 1.01649 2.13974 -1.60856
Ag -1.01489 -3.15032 1.68254
F 0.65792 1.55539 -2.31618
*
```


C2HAlF6NNaO5S2 as an isolated structure in a non-equilibrium geometry. Source: the OMol25 dataset; level of theory: ωB97M-V/def2-TZVPD.

Properties
**E_LUMO**: -14.017 eV
**E_HOMO**: -17.98 eV
**HOMO-LUMO gap**: 3.963 eV
**Largest force on an atom**: 3.22 eV/A

```
! wB97M-V def2-TZVPD RIJCOSX def2/J DEFGRID3
* xyz 2 1
Na 4.11397 -1.76349 -2.35921
Al 1.74147 -2.02981 1.68823
C -2.79327 -1.03375 0.21150
F -3.45535 -0.21764 -0.55848
F -2.87909 -0.60860 1.46083
F -3.22268 -2.26507 0.11892
S -0.96507 -1.12563 -0.31752
O -0.52082 -2.45187 -0.01474
O -0.84068 -0.71583 -1.67197
N -0.15037 -0.08432 0.78834
S -0.37277 1.46900 0.66580
O -1.19849 1.91069 -0.41488
O -0.69430 2.00921 1.95358
C 1.36057 2.15410 0.18668
F 1.48731 3.30875 0.78721
F 2.30555 1.30966 0.57185
F 1.40510 2.35252 -1.10970
O 2.56703 -1.41460 -0.69565
H 2.11190 -0.80332 -1.29079
*
```


A 2-piece molecular cluster, C2HBr2Cl2F overall in a non-equilibrium geometry. Source: the OMol25 dataset; level of theory: ωB97M-V/def2-TZVPD.

Properties
**Expectation value of S²**: 2.01
**E_LUMO (alpha / beta)**: 0.032 / -1.820 eV
**E_HOMO (alpha / beta)**: -7.58 / -10.47 eV
**HOMO-LUMO gap (alpha / beta)**: 7.608 / 8.649 eV
**Largest force on an atom**: 2.69 eV/A
**Relative energy (zero: lowest compared OMol25 entry of this formula, charge and spin)**: 0.499 eV

```
! wB97M-V def2-TZVPD RIJCOSX def2/J DEFGRID3
* xyz 0 3
C -0.24881 1.13070 -0.61571
C 0.09683 -1.24235 0.42257
F -1.09811 1.65781 0.33390
Cl 1.29230 1.80060 -0.48491
Cl -0.17783 -2.54120 -0.63921
Br 1.96851 -0.91801 0.80409
Br -1.10643 -0.90907 1.83691
H -0.72646 1.02153 -1.65765
*
```


| no. | electronic energy (Eh) |
| --- | --- |
| 1 | -534.47680 |
| 2 | -534.15175 |
| 3 | -231.77417 |
| 4 | -554.72877 |
| 5 | -554.11464 |
| 6 | -473.95421 |
| 7 | -2307.19116 |
| 8 | -6244.91820 |